Density functional theory data (the ωB97M-V functional and the def2-TZVPD basis) for C16H31Br2NaO13 as an isolated structure.

The geometry in XYZ format:
```
63
Properties=species:S:1:pos:R:3
Na -1.48 -0.23 -2.67
C -0.64 0.34 0.54
O -0.60 -0.54 -0.50
H -1.64 0.44 1.00
H 0.06 0.10 1.37
H -0.35 1.38 0.23
C 0.84 -4.56 0.11
C -0.41 -4.75 0.95
C -1.27 -3.50 1.12
O -2.62 -3.99 0.95
C -2.59 -5.27 0.50
O -3.55 -5.94 0.36
O -1.31 -5.62 0.22
H 1.25 -5.51 -0.23
H 1.60 -4.02 0.67
H 0.60 -3.93 -0.74
H -0.20 -5.22 1.92
H -1.10 -2.67 0.43
H -1.16 -3.11 2.13
Br 3.70 -2.06 3.57
C 2.07 -0.99 3.40
C 1.86 -0.28 4.69
Br 0.26 0.80 4.67
H 1.25 -1.66 3.16
H 2.24 -0.34 2.56
H 2.68 0.39 4.95
H 1.83 -0.94 5.56
C 4.74 0.82 1.45
O 3.80 1.50 2.28
C 2.87 2.19 1.63
O 2.80 2.31 0.43
O 2.05 2.71 2.52
C 1.05 3.61 2.04
H 5.10 1.47 0.65
H 4.30 -0.08 1.04
H 5.60 0.58 2.06
H 1.51 4.42 1.47
H 0.59 4.04 2.93
H 0.33 3.06 1.44
C -4.37 3.35 -1.86
O -4.62 2.41 -0.81
C -4.10 1.21 -0.97
O -3.63 0.79 -2.01
O -4.14 0.56 0.17
C -3.77 -0.82 0.13
H -5.13 3.25 -2.63
H -3.37 3.23 -2.26
H -4.45 4.33 -1.39
H -4.28 -1.32 0.94
H -2.69 -0.91 0.29
H -4.04 -1.27 -0.82
C 0.71 0.40 -6.05
O 1.57 1.23 -5.27
C 1.07 1.67 -4.13
O 0.00 1.36 -3.66
O 1.94 2.47 -3.55
C 1.52 3.03 -2.30
H 0.50 -0.54 -5.52
H 1.23 0.19 -6.97
H -0.23 0.90 -6.25
H 0.65 3.68 -2.44
H 2.35 3.60 -1.92
H 1.22 2.28 -1.57
```

Computed properties:
Lowest unoccupied orbital energy: -0.32 eV
Total charge: 0
Max |F|: 1.49 eV Å⁻¹
Spin multiplicity: 1
Kohn-Sham gap: 6.9 eV

Partial atomic charges computed with the Mulliken method, in multiples of e: Na 0.939; C 0.603; O -0.875; H 0.180; H -0.321; H -0.563; C -1.323; C 0.539; C 0.030; O -0.355; C 0.612; O -0.550; O -0.405; H 0.372; H 0.321; H 0.306; H 0.306; H -0.047; H 0.155; Br -0.173; C 0.043; C -0.605; Br -0.174; H 0.203; H -0.198; H 0.375; H 0.484; C -0.771; O -0.316; C 0.881; O -0.511; O -0.233; C -0.547; H 0.326; H 0.318; H 0.222; H 0.313; H 0.229; H 0.143; C -0.570; O -0.350; C 0.946; O -0.647; O -0.301; C -0.121; H 0.285; H 0.232; H 0.238; H 0.245; H -0.165; H 0.293; C -0.590; O -0.346; C 0.793; O -0.571; O -0.336; C -0.471; H 0.242; H 0.219; H 0.293; H 0.316; H 0.201; H 0.233



Density functional theory data (the ωB97M-V functional and the def2-TZVPD basis) for an isolated ion of composition C16H31BrN3O4 and charge +1.

The geometry in XYZ format:
```
55
Properties=species:S:1:pos:R:3
C 4.77 -2.13 1.03
C 4.41 -0.72 1.53
C 3.52 0.05 0.58
N 2.26 -0.74 0.38
N 1.11 0.00 0.17
C 0.03 -0.09 0.85
C -1.07 0.79 0.30
O -1.90 1.24 1.31
C -3.30 0.90 1.21
C -4.12 1.84 0.33
C -4.56 1.19 -0.98
O -5.26 2.20 1.11
C -0.19 1.84 -0.43
Br -1.14 2.78 -1.84
C 0.46 2.88 0.52
C 0.56 2.52 1.99
N 1.71 2.37 2.51
C 0.90 0.90 -1.06
O 2.03 1.60 -1.37
C 0.38 0.04 -2.25
C 0.56 -1.47 -2.17
O -0.41 -1.98 -1.29
C -0.62 -3.39 -1.38
C -1.88 -3.75 -0.63
H 4.91 -2.14 -0.06
H 5.69 -2.48 1.49
H 3.99 -2.86 1.26
H 3.93 -0.78 2.51
H 5.32 -0.13 1.67
H 4.02 0.16 -0.39
H 3.29 1.04 0.97
H 2.10 -1.28 1.22
H -0.05 -0.70 1.74
H -1.60 0.18 -0.44
H -3.38 -0.14 0.87
H -3.68 0.96 2.22
H -3.52 2.73 0.13
H -3.73 0.70 -1.49
H -5.33 0.44 -0.75
H -4.99 1.92 -1.66
H -5.60 3.05 0.80
H -0.12 3.81 0.46
H 1.46 3.10 0.16
H -0.37 2.43 2.55
H 1.63 2.20 3.52
H 2.62 1.07 -1.92
H -0.68 0.22 -2.39
H 0.87 0.43 -3.15
H 0.43 -1.90 -3.17
H 1.56 -1.76 -1.82
H -0.69 -3.67 -2.44
H 0.25 -3.92 -0.96
H -2.70 -3.10 -0.94
H -1.74 -3.64 0.45
H -2.15 -4.79 -0.83
```

Computed properties:
Lowest unoccupied orbital energy: -3.50 eV
Total charge: +1
Max |F|: 0.44 eV Å⁻¹
Spin multiplicity: 1
Kohn-Sham gap: 9.4 eV
SMILES string: [H]/N=C/C[C@]1(Br)[C@H](OC[C@@H](C)O)C=[N+](NCCC)[C@@]1(O)CCOCC

Partial atomic charges computed with the Mulliken method, in multiples of e: C -1.106; C -0.731; C -0.203; N -1.019; N 1.485; C -0.704; C -0.586; O -0.342; C -0.628; C 0.571; C -1.331; O -0.561; C -0.067; Br 0.053; C -0.991; C -0.289; N -0.547; C 0.371; O -0.558; C -1.042; C -1.081; O -0.057; C -0.378; C -1.177; H 0.283; H 0.369; H 0.308; H 0.363; H 0.395; H 0.233; H 0.177; H 0.263; H 0.625; H 0.775; H 0.277; H 0.426; H 0.279; H 0.235; H 0.359; H 0.349; H 0.358; H 0.644; H 0.393; H 0.502; H 0.271; H 0.566; H 0.288; H 0.613; H 0.656; H 0.301; H 0.318; H 0.302; H 0.279; H 0.286; H 0.422



Density functional theory data (the ωB97M-V functional and the def2-TZVPD basis) for C16H31F3MnP2 as an isolated structure.

The geometry in XYZ format:
```
53
Properties=species:S:1:pos:R:3
P 0.09 -1.46 -5.96
P 0.06 1.79 -5.79
C -0.29 -0.45 -7.46
C 0.35 0.92 -7.41
H -1.39 -0.40 -7.54
H 0.09 -1.02 -8.31
H 1.45 0.88 -7.55
H -0.07 1.56 -8.18
C -1.57 2.50 -6.27
H -1.91 3.24 -5.53
H -2.32 1.70 -6.35
H -1.45 2.98 -7.25
C 1.18 3.16 -6.26
H 0.82 3.56 -7.22
H 2.19 2.74 -6.37
H 1.17 3.94 -5.48
C -1.02 -2.82 -6.41
H -0.94 -3.64 -5.68
H -0.73 -3.14 -7.42
H -2.05 -2.42 -6.42
C 1.72 -2.08 -6.52
H 2.44 -1.25 -6.57
H 1.58 -2.51 -7.52
H 2.11 -2.84 -5.83
Mn 0.02 0.07 -0.54
C 0.71 1.56 -1.94
C -0.72 1.47 -2.01
C -1.57 0.77 -3.04
C -1.91 -0.71 -2.73
C -0.86 -1.42 -1.93
C 0.55 -1.37 -2.10
C 1.31 -0.62 -3.15
C 1.69 0.85 -2.84
C 0.22 -1.39 0.81
H 1.10 2.48 -1.51
H -1.25 2.30 -1.51
H -1.12 0.83 -4.05
H -2.52 1.34 -3.15
H -2.85 -0.69 -2.16
H -2.18 -1.27 -3.64
H -1.23 -2.29 -1.37
H 1.10 -2.19 -1.63
H 0.72 -0.59 -4.10
H 2.23 -1.19 -3.41
H 2.69 0.83 -2.37
H 1.85 1.42 -3.78
H 0.97 -1.10 1.56
H 0.46 -2.37 0.39
H -0.76 -1.43 1.31
F -1.07 1.14 1.99
C -0.06 1.40 1.08
F -0.26 2.71 0.68
F 1.12 1.41 1.81
```

Computed properties:
Lowest unoccupied orbital energy (spin up / spin down): 0.49 / -3.36 eV
Total charge: 0
Relative energy (zero: lowest compared OMol25 entry of this formula, charge and spin): 179.11 kJ/mol
Max |F|: 4.12 eV Å⁻¹
Spin multiplicity: 6
Kohn-Sham gap (spin up / spin down): 6.3 / 3.8 eV

Partial atomic charges computed with the Mulliken method, in multiples of e: P 1.517; P 1.366; C -1.385; C -1.364; H 0.443; H 0.547; H 0.470; H 0.509; C -1.498; H 0.367; H 0.367; H 0.485; C -1.443; H 0.463; H 0.390; H 0.378; C -1.452; H 0.392; H 0.459; H 0.386; C -1.548; H 0.359; H 0.470; H 0.365; Mn 0.230; C -0.231; C -0.200; C 0.226; C -0.836; C -0.331; C -0.287; C 0.840; C -1.191; C -1.520; H 0.646; H 0.595; H -1.528; H 0.721; H 0.453; H 0.336; H 0.485; H 0.355; H -1.921; H 0.803; H 0.474; H 0.232; H 0.413; H 0.370; H 0.305; F -0.271; C 0.348; F -0.293; F -0.267



Density functional theory data (the ωB97M-V functional and the def2-TZVPD basis) for a 7-piece molecular cluster, C16H31N11O4 overall.

The geometry in XYZ format:
```
62
Properties=species:S:1:pos:R:3
C -4.12 -2.78 -1.88
O -3.79 -1.81 -1.25
N -3.42 -3.85 -2.08
N -5.25 -3.07 -2.43
H -3.71 -4.69 -2.57
H -2.48 -3.84 -1.73
H -5.38 -3.91 -2.96
H -6.04 -2.46 -2.29
C 5.13 3.40 4.63
O 5.43 2.17 4.73
N 4.99 4.17 5.69
N 4.89 4.16 3.54
H 4.81 5.16 5.68
H 5.10 3.64 6.54
H 5.13 3.81 2.63
H 4.69 5.12 3.77
C 0.98 1.50 -0.03
O 1.53 1.40 -1.15
N 1.11 2.65 0.66
N 0.12 0.68 0.48
H 0.83 2.70 1.63
H 1.53 3.44 0.18
H -0.27 0.89 1.39
H -0.26 -0.06 -0.09
C 0.61 -2.19 -4.23
O 0.20 -3.20 -4.86
N 0.32 -0.97 -4.43
N 1.42 -2.27 -3.23
H 0.76 -0.30 -3.82
H -0.35 -0.68 -5.13
H 1.66 -1.52 -2.61
H 1.69 -3.20 -2.93
N -0.85 0.69 5.29
C -1.91 1.36 4.74
C -1.54 2.66 4.60
C -0.25 2.85 5.23
C 0.16 1.60 5.61
H -0.85 -0.31 5.38
H -2.72 0.76 4.36
H -2.23 3.39 4.21
H 0.31 3.75 5.41
H 1.05 1.29 6.13
N 2.87 3.05 -6.94
C 3.72 2.84 -8.04
C 4.96 3.44 -7.75
C 4.83 4.00 -6.47
C 3.55 3.72 -5.96
H 1.91 2.75 -6.90
H 3.34 2.19 -8.82
H 5.80 3.43 -8.43
H 5.57 4.56 -5.91
H 3.13 3.95 -5.00
N -4.77 -4.64 3.49
C -5.65 -5.72 3.59
C -5.47 -6.66 2.59
C -4.49 -6.19 1.75
C -4.08 -4.89 2.28
H -4.53 -3.81 4.01
H -6.24 -5.67 4.50
H -6.01 -7.59 2.49
H -4.06 -6.66 0.88
H -3.38 -4.20 1.83
```

Computed properties:
Lowest unoccupied orbital energy: 0.14 eV
Total charge: 0
Relative energy (zero: lowest compared OMol25 entry of this formula, charge and spin): 318.85 kJ/mol
Max |F|: 7.15 eV Å⁻¹
Spin multiplicity: 1
Kohn-Sham gap: 8.1 eV
SMILES string: c1cc[nH]c1.c1cc[nH]c1.c1cc[nH]c1.NC(N)=O.NC(N)=O.NC(N)=O.NC(N)=O

Partial atomic charges computed with the Mulliken method, in multiples of e: C 0.744; O -0.673; N -0.384; N -0.370; H 0.146; H 0.182; H 0.147; H 0.204; C 0.692; O -0.671; N -0.422; N -0.373; H 0.164; H 0.217; H 0.230; H 0.166; C 0.688; O -0.687; N -0.396; N -0.269; H 0.153; H 0.193; H 0.135; H 0.186; C 0.710; O -0.721; N -0.322; N -0.392; H 0.164; H 0.199; H 0.158; H 0.201; N -0.009; C -0.440; C -0.461; C -0.391; C -0.500; H 0.201; H 0.391; H 0.389; H 0.409; H 0.411; N -0.002; C -0.359; C -0.466; C -0.336; C -0.515; H 0.197; H 0.355; H 0.378; H 0.372; H 0.379; N -0.029; C -0.465; C -0.424; C -0.297; C -0.513; H 0.216; H 0.379; H 0.377; H 0.383; H 0.373



Density functional theory data (the ωB97M-V functional and the def2-TZVPD basis) for one molecule with the formula C16H31NO2.

The geometry in XYZ format:
```
50
Properties=species:S:1:pos:R:3
C 3.72 -1.43 5.14
C 3.06 -1.25 3.81
C 1.83 -0.76 3.70
C 1.10 -0.53 2.41
H 0.05 -0.80 2.54
H 1.51 -1.15 1.62
C 1.17 0.95 2.00
C 0.50 1.19 0.67
C -0.76 1.59 0.61
C -1.52 1.89 -0.66
N -1.89 0.68 -1.40
C -2.83 -0.16 -0.67
H -3.87 0.04 -0.96
C -2.52 -1.66 -0.89
C -1.22 -2.04 -0.17
H -0.44 -1.35 -0.47
H -0.94 -3.06 -0.44
H -1.35 -1.98 0.90
O -2.44 -1.99 -2.26
H -1.65 -1.57 -2.60
H -3.35 -2.25 -0.50
H -2.73 0.04 0.40
C -2.37 1.01 -2.73
H -3.01 1.91 -2.72
C -1.22 1.23 -3.73
C -1.71 1.02 -5.16
H -2.55 1.68 -5.38
H -0.91 1.24 -5.86
H -2.03 -0.01 -5.31
O -0.61 2.50 -3.59
H -1.26 3.17 -3.84
H -0.42 0.52 -3.51
H -2.98 0.18 -3.10
H -2.42 2.48 -0.41
H -0.89 2.48 -1.32
H -1.31 1.73 1.53
C 1.37 0.96 -0.53
H 2.15 1.73 -0.57
H 1.86 0.00 -0.46
H 0.79 1.00 -1.44
H 2.22 1.24 1.94
H 0.70 1.55 2.78
H 1.31 -0.45 4.59
C 3.88 -1.69 2.62
H 3.45 -2.58 2.16
H 3.93 -0.91 1.87
H 4.89 -1.93 2.93
H 4.00 -2.47 5.29
H 3.06 -1.13 5.95
H 4.63 -0.84 5.19
```

Computed properties:
Lowest unoccupied orbital energy: 0.85 eV
Total charge: 0
Relative energy (zero: lowest compared OMol25 entry of this formula, charge and spin): 237.30 kJ/mol
Max |F|: 0.70 eV Å⁻¹
Spin multiplicity: 1
Kohn-Sham gap: 9.3 eV
SMILES string: CC(C)=CCC/C(C)=C/CN(C[C@H](C)O)C[C@@H](C)O

Partial atomic charges computed with the Mulliken method, in multiples of e: C -1.483; C 1.085; C -0.769; C -0.202; H 0.131; H 0.361; C -1.035; C 0.934; C -0.393; C -1.381; N 1.180; C -1.141; H 0.288; C 0.003; C -0.934; H -0.041; H 0.446; H 0.296; O -0.653; H 0.369; H 0.491; H 0.550; C -1.423; H 0.379; C 0.226; C -1.618; H 0.381; H 0.392; H 0.387; O -0.555; H 0.407; H 0.209; H 0.646; H 0.379; H 0.519; H 0.365; C -1.222; H 0.529; H 0.286; H -0.094; H 0.390; H 0.379; H 0.236; C -1.353; H 0.312; H 0.294; H 0.394; H 0.356; H 0.349; H 0.346



Density functional theory data (the ωB97M-V functional and the def2-TZVPD basis) for C16H31NP2Ru as an isolated structure.

The geometry in XYZ format:
```
51
Properties=species:S:1:pos:R:3
P -2.52 1.79 0.98
P -1.16 -1.03 -2.65
C -3.05 1.04 -0.65
C -2.67 -0.56 -1.48
H -3.40 1.86 -1.42
H -4.07 0.61 -0.45
H -2.37 -1.15 -0.65
H -3.68 -0.79 -1.82
C -1.06 0.10 -4.03
H -0.21 -0.37 -4.50
H -0.70 1.14 -3.74
H -1.89 0.14 -4.73
C -1.47 -2.77 -2.81
H -1.96 -2.86 -3.81
H -2.11 -3.10 -1.95
H -0.44 -3.18 -2.79
C -2.68 3.57 1.07
H -2.18 3.85 2.01
H -3.73 3.86 1.18
H -2.24 4.11 0.22
C -3.53 0.96 2.21
H -3.46 -0.12 2.01
H -4.57 1.30 2.07
H -3.12 1.28 3.18
Ru -2.29 1.11 -2.55
C -5.09 0.54 -3.10
C -4.18 1.45 -3.56
C -4.63 2.84 -3.99
C -5.29 3.59 -2.83
C -4.84 3.14 -1.47
C -5.56 2.26 -0.73
C -6.64 1.41 -1.28
C -6.50 0.83 -2.70
C -0.75 1.38 1.25
H -4.82 -0.51 -3.26
H -3.27 1.08 -4.09
H -5.31 2.87 -4.85
H -3.73 3.38 -4.26
H -5.09 4.67 -2.92
H -6.39 3.61 -2.95
H -4.06 3.72 -0.99
H -5.47 2.28 0.36
H -7.58 1.97 -1.22
H -6.80 0.57 -0.60
H -7.09 -0.09 -2.74
H -7.10 1.42 -3.40
H -0.69 0.31 1.56
H -0.38 2.20 1.89
H -0.37 1.51 0.25
N 1.07 -0.31 -0.95
C 0.07 -0.34 -1.54
```

Computed properties:
Lowest unoccupied orbital energy (spin up / spin down): -6.49 / -7.97 eV
Total charge: +2
Relative energy (zero: lowest compared OMol25 entry of this formula, charge and spin): 511.12 kJ/mol
Max |F|: 4.56 eV Å⁻¹
Spin multiplicity: 5
Kohn-Sham gap (spin up / spin down): 5.1 / 7.2 eV

Partial atomic charges computed with the Mulliken method, in multiples of e: P 0.856; P 0.774; C -0.378; C -1.346; H 0.091; H 0.470; H 0.830; H 0.858; C -1.605; H 0.509; H 0.513; H 0.576; C -1.007; H 0.424; H 0.400; H 0.400; C -1.487; H 0.537; H 0.415; H 0.427; C -1.210; H 0.444; H 0.409; H 0.464; Ru -0.859; C -0.348; C 1.279; C -0.953; C -1.043; C -0.267; C -0.210; C -1.041; C -1.349; C -1.040; H 0.820; H -0.408; H 0.326; H 0.327; H 0.502; H 0.339; H 0.352; H 0.801; H 0.415; H 0.381; H 0.432; H 0.411; H 0.379; H 0.457; H 0.282; N -0.491; C 0.145